(1)
Molecular formula: C69H158N9O16
Method: DFT, ωB97M-V/def2-TZVPD

```
252
Properties=species:S:1:pos:R:3:mulliken_charge:R:1
O -1.9251 0.9327 2.7534 -0.771
O 3.0132 -0.6713 7.2521 -0.256
O 2.5977 2.9115 0.6604 -0.809
O 0.0219 1.7697 4.4315 -0.708
O 13.2636 -3.1125 3.9037 -0.325
O -2.0838 7.3379 0.1664 -0.359
O 1.1179 0.6143 -0.7221 -0.829
O 0.3644 5.5337 -5.1941 -0.374
O 3.9094 11.1237 0.6756 -0.382
O -6.5193 1.0414 7.7000 -0.350
O 1.7875 3.6745 10.0081 -0.344
O 4.0433 15.0177 -2.8454 -0.371
O -1.9847 -8.4277 -2.0874 -0.245
O -2.1989 -11.6670 0.9441 -0.384
O -5.1976 -3.5230 6.1671 -0.297
O 9.1897 -3.1551 1.7325 -0.331
N -2.2425 6.1563 -2.5692 -0.199
N 2.9409 13.7713 -0.5822 -0.257
N 3.1466 1.6952 8.6656 -0.160
N -4.1002 -1.5645 -7.2618 -0.044
N -2.6315 -11.3219 -1.6942 -0.185
N -4.6505 -1.0240 7.5413 -0.218
N -12.3992 -1.1627 0.4797 0.134
N 11.9325 -4.3613 1.4909 -0.169
N 6.8511 -2.0618 -5.3821 0.024
C 9.8090 -3.7609 2.8455 -0.462
C 3.9277 11.3644 -0.7445 -0.480
C -5.6279 -1.5066 -7.6182 -0.479
C 0.8596 1.0827 0.4593 0.412
C -4.6914 -3.4880 -5.5700 -0.569
C -2.4809 -10.6037 -3.1160 -0.669
C 6.0231 -4.5562 -5.2338 -0.635
C 10.7567 -4.8692 2.3998 -0.695
C -1.4861 -10.4907 1.2967 -0.617
C 1.5727 5.0484 -4.7259 -0.667
C -10.9333 -0.9390 0.0373 -0.743
C -6.4007 -2.7798 -7.3020 -0.643
C 5.7371 -1.6175 -6.3099 -0.978
C -3.8753 -3.2370 6.4389 -0.569
C 3.6984 3.1321 8.6427 -0.704
C -0.8152 1.0990 2.2676 0.556
C -5.2632 1.3511 8.2409 -0.560
C 2.8553 12.3560 -1.2639 -0.644
C -13.0946 -2.0576 -0.6124 -0.644
C -3.3188 -2.3705 -8.3719 -0.573
C 4.9692 14.4048 -1.9871 -0.494
C -6.1744 -3.1932 -5.8054 -0.743
C -10.1569 -1.0289 2.4690 -0.606
C -2.0894 5.9568 -0.0303 -0.419
C -4.5411 0.0129 8.6595 -0.670
C -0.3427 0.6757 0.9636 -0.676
C 7.2779 -5.0424 -5.9565 -0.712
C -1.4705 -9.3776 -3.0199 -0.475
C 7.9523 0.2512 -4.9502 -0.424
C 13.6215 -4.4583 3.6049 -0.459
C -12.7480 -1.6841 -2.1197 -0.339
C 0.1885 1.8667 3.2319 0.495
C -5.4620 -4.6759 5.4256 -0.826
C 8.0337 1.4398 -4.0395 -1.396
C -12.9691 0.2412 0.5255 -0.962
C -0.3337 6.3826 -4.2897 -0.601
C 6.2849 -3.1903 -4.5087 -0.700
C -3.6833 -10.6658 -0.7497 -0.569
C -3.6510 -2.2605 7.6586 -0.667
C 13.3812 -4.6421 2.0799 -0.802
C -2.8845 5.6131 -1.2645 -0.734
C -0.8359 5.6397 -3.0121 -0.617
C 1.3277 2.5801 2.4853 -0.730
C -3.5520 -11.3541 0.5950 -0.557
C 4.1929 14.8067 -4.2141 -0.829
C 4.3225 0.7201 8.5440 -0.710
C 2.5510 -1.9757 6.8564 -0.860
C -1.8193 -2.6597 -8.1151 -0.266
C -11.6047 -1.1438 2.9303 -0.701
C -13.6287 -2.5392 -3.0774 -1.344
C 7.7646 -3.9207 -6.8960 -0.856
C -1.1573 -3.2950 -9.3720 -1.380
C 4.3420 14.3826 -0.5295 -0.659
C -7.0995 2.2160 7.0143 -0.714
C 2.5745 4.1200 8.9046 -0.643
C -3.8910 -2.1671 -5.8604 -0.758
C 1.6748 2.1944 1.2176 0.356
C -3.6122 -0.1245 -7.1714 -1.023
C 4.8990 10.1708 1.1663 -0.754
C -1.1801 7.8097 1.1872 -0.697
C 0.7553 4.5784 10.3377 -0.704
C -12.4603 -1.8480 1.8587 -0.591
C 14.1566 -2.0330 3.6216 -0.775
C 8.0398 -2.5873 -6.2499 -0.609
C -10.0514 -0.3190 1.1268 -1.010
C 7.1843 -0.9303 -4.4031 -0.651
C -1.1524 -7.4351 -1.5710 -0.808
C 3.8606 -0.7433 8.3529 -0.588
C 8.6601 -1.9202 2.2401 -0.805
H 8.8665 -2.7440 -5.5570 0.393
H -10.3016 0.7418 1.1139 0.429
H -2.5844 5.5269 0.8405 0.415
H 1.2215 5.5022 10.6802 0.296
H 3.4467 -1.2321 9.2348 0.441
H 11.8298 -3.3836 1.2595 0.383
H -8.0887 2.0418 6.5907 0.255
H 1.5257 4.8760 -3.6506 0.331
H -3.4645 -0.0012 8.8293 0.341
H 3.0504 5.0585 9.1891 0.457
H 8.7459 2.1881 -4.3874 0.385
H -13.1802 -3.5258 -3.1936 0.351
H 2.4052 1.5158 8.0037 0.395
H 6.9783 -3.7625 -7.6341 0.300
H -6.4988 -4.7373 5.0947 0.283
H 6.2167 -0.6879 -3.9636 0.456
H -4.6004 1.9293 7.5970 0.459
H -1.7024 -11.4132 -1.3087 0.369
H 6.0338 -5.3539 -4.4910 0.333
H -1.3559 7.1482 2.0355 0.316
H -2.0727 -11.3599 -3.7865 0.404
H 2.3686 5.7851 -4.8354 0.294
H 8.3107 -1.7545 -6.8988 0.506
H 7.1172 -6.0030 -6.4461 0.423
H -3.2865 -4.1362 6.6203 0.391
H 3.7326 10.4412 -1.2901 0.458
H -0.4831 -9.7739 -2.7829 0.371
H 4.2576 15.3468 -0.0281 0.442
H -3.8534 6.1110 -1.3018 0.401
H -1.3570 -1.6925 -7.9178 0.254
H 2.5206 13.7900 0.3360 0.387
H -0.9054 4.5558 -3.1039 0.355
H 4.9643 0.8240 9.4188 0.426
H -5.5911 -1.3917 7.5308 0.393
H -4.6575 -3.6729 -4.4963 0.352
H -12.0147 -2.8158 1.6286 0.391
H -11.7318 -1.9392 -2.4201 0.302
H -7.4662 -2.5591 -7.3658 0.387
H -3.4764 -10.3179 -3.4556 0.364
H -14.6718 -2.6491 -2.7806 0.373
H 6.0794 -0.9163 -7.0710 0.374
H 2.7565 1.5470 9.5854 0.359
H -3.0493 4.5459 -1.4128 0.367
H 0.3808 7.1185 -3.9207 0.352
H -5.7281 -1.2247 -8.6663 0.356
H -5.1318 -5.6143 5.8711 0.326
H -4.5446 -0.5775 6.6416 0.388
H 13.5584 -5.6783 1.7920 0.385
H -13.5952 -2.0455 -4.0486 0.370
H 4.8235 9.9534 2.2317 0.275
H -5.9280 -0.7214 -6.9243 0.385
H 4.7379 -1.3422 8.1085 0.419
H -2.6078 -0.2548 -6.7685 0.482
H -1.6983 -3.2962 -7.2386 0.344
H -0.8078 -2.5793 -10.1161 0.382
H -4.1297 -12.2706 0.7147 0.406
H 5.3154 13.4655 -2.4183 0.328
H 7.8398 -1.2684 -3.6005 0.365
H 4.8605 1.1256 7.6871 0.380
H 14.4380 -1.9381 2.5729 0.310
H 8.1980 -1.9522 3.2268 0.333
H -4.1411 -10.8139 1.3361 0.363
H 10.2477 -5.4572 1.6361 0.374
H -9.4010 -0.6499 3.1569 0.415
H -7.1244 3.0883 7.6674 0.305
H -11.9837 -0.2020 3.3270 0.373
H -3.7843 -2.7856 8.6045 0.400
H 1.7816 3.4669 2.9025 0.374
H -2.8498 6.0400 -3.3678 0.389
H 0.1732 4.7234 9.4276 0.316
H -0.1753 5.8019 -2.1604 0.406
H 8.6501 -4.2484 -7.4406 0.421
H 8.0738 -5.2256 -5.2347 0.323
H 9.0733 -4.2631 3.4737 0.393
H 8.9604 -0.0962 -5.1764 0.386
H 2.0004 4.3425 8.0051 0.478
H -9.6928 -1.9639 2.1551 0.294
H 14.0551 -4.0034 1.5088 0.427
H -1.7208 -7.0237 -0.7369 0.263
H -10.5626 -1.9130 -0.2821 0.520
H 2.3296 14.3705 -1.1182 0.386
H -2.2233 7.1644 -2.5103 0.428
H -1.6900 -9.6400 0.6464 0.210
H 4.8753 13.7277 0.1596 0.353
H -13.0793 0.7437 -0.4355 0.328
H 8.3065 1.1585 -3.0224 0.336
H 5.7564 15.1581 -2.0167 0.496
H 1.7926 12.1301 -1.1764 0.485
H -0.9336 -6.6145 -2.2543 0.286
H -1.0842 5.5451 -0.1220 0.403
H -12.6227 -3.0269 -0.4517 0.305
H 3.3506 15.2781 -4.7204 0.287
H -11.5485 -1.8816 3.7307 0.397
H 13.2816 -5.2448 4.2787 0.411
H 4.9886 -1.1215 -5.6920 0.346
H -4.2685 0.5130 -6.5788 0.408
H -13.9359 0.2449 1.0289 0.339
H -0.1579 7.5836 0.8836 0.308
H 4.9556 11.6532 -0.9638 0.331
H 11.1252 -5.4893 3.2170 0.345
H 9.3218 -1.0558 2.1850 0.314
H -10.9408 -0.2911 -0.8392 0.400
H -1.5988 -10.1601 2.3292 0.346
H -6.3127 -3.6229 -7.9872 0.361
H 4.4289 13.8282 -4.6323 0.342
H -2.8162 -2.3476 -5.8739 0.423
H 7.8092 -1.6108 1.6332 0.295
H -1.7853 -4.0061 -9.9087 0.372
H -14.1159 -2.0769 -0.2321 0.490
H 0.1430 4.1686 11.1409 0.244
H 15.0411 -1.9935 4.2575 0.334
H 7.0340 -3.2664 -3.7206 0.509
H -6.4421 2.4111 6.1671 0.324
H -1.3160 8.8755 1.3703 0.248
H -0.2254 -7.8111 -1.1381 0.362
H -6.4359 -2.3656 -5.1461 0.298
H 5.3981 -2.4762 -6.8894 0.492
H -4.3633 -4.3711 -6.1183 0.302
H 4.8253 9.1907 0.6950 0.320
H 5.4438 -2.8606 -3.8989 0.550
H 11.8926 -4.8806 0.6255 0.374
H -4.0976 -1.3598 -5.1578 0.490
H -13.5086 -1.9631 2.1341 0.453
H -12.9530 -0.6314 -2.3145 0.397
H -2.6516 -1.8326 7.5805 0.424
H -0.4214 -10.7135 1.3664 0.260
H -9.0579 -0.4497 0.6980 0.437
H -3.4995 -9.5992 -0.6205 0.275
H -4.9917 -0.5025 9.5076 0.389
H -2.9480 -12.2658 -1.8646 0.384
H 1.7472 4.0887 -5.2123 0.233
H -1.0249 -0.0071 0.4791 0.354
H 5.1254 -4.5701 -5.8519 0.304
H -12.2937 0.8602 1.1161 0.444
H -6.7338 -4.1009 -5.5790 0.389
H 3.3992 -2.6257 6.6414 0.309
H -0.2397 -3.8075 -9.0831 0.363
H 14.6980 -4.4788 3.7743 0.396
H -1.4116 -8.9864 -4.0356 0.388
H 3.0207 12.5074 -2.3306 0.304
H -1.1751 6.7454 -4.8801 0.404
H 1.9141 -2.4311 7.6147 0.327
H 10.3643 -3.0781 3.4885 0.464
H 4.9880 15.4885 -4.5158 0.353
H -3.4671 -1.8892 -9.3386 0.334
H 13.8190 -1.0527 3.9581 0.284
H 7.6482 0.5284 -5.9596 0.377
H -5.4892 1.9339 9.1339 0.463
H -3.6484 -2.7603 5.4853 0.403
H -3.9448 -3.2606 -8.3083 0.434
H 4.2357 3.3787 7.7270 0.413
H 7.0498 1.9088 -4.0296 0.355
H -3.5720 0.2496 -8.1944 0.361
H 5.9006 10.5739 1.0162 0.324
H -5.0283 -4.6486 4.4259 0.326
H 1.7591 -1.9777 6.1074 0.305
H -4.6625 -10.8829 -1.1765 0.458
H 4.3911 3.1806 9.4829 0.400
```

Values from the calculation:
HOMO-LUMO gap: 3.56 eV
M: 1370.07 g/mol
lowest unoccupied orbital energy: -8.8 eV
energy above the lowest of the compared OMol25 structures with the same formula, charge and spin: 0.0 kcal/mol
charge: +7

---

(2)
Molecular formula: C5H6N3O2
Method: DFT, ωB97M-V/def2-TZVPD

```
16
Properties=species:S:1:pos:R:3:nbo_charge:R:1
O 0.8786 2.7005 -0.0284 -0.743
O -3.1431 0.5069 -0.0803 -0.696
N -1.1174 1.5135 0.0226 -0.650
N -1.6634 -2.2922 0.0670 -0.843
N 0.2711 -0.8663 0.0843 -0.461
C 2.4614 0.1150 0.1148 -0.613
C -0.9975 -1.0540 0.0838 0.244
C 0.9692 0.2813 0.0452 -0.134
C 0.3841 1.5528 0.0055 0.571
C -1.9198 0.4707 0.0243 0.620
H -0.9736 -2.9630 0.4036 0.360
H 2.8654 1.1373 0.2092 0.225
H 2.6649 -0.5457 -0.8228 0.186
H -1.6224 2.4040 -0.1792 0.398
H -1.9098 -2.5605 -0.8792 0.355
H 2.8523 -0.4004 0.9295 0.184
```

Values from the calculation:
structure (SMILES): Cc1nc(N)c(=O)[nH]c1[O-]
HOMO-LUMO gap: 6.74 eV
M: 140.12 g/mol
lowest unoccupied orbital energy: 4.1 eV
energy above the lowest of the compared OMol25 structures with the same formula, charge and spin: 23.5 kcal/mol
charge: -1

---

(3)
Molecular formula: C40H57BaN5P2
Method: DFT, ωB97M-V/def2-TZVPD

```
105
Properties=species:S:1:pos:R:3:mulliken_charge:R:1
Ba 1.0934 -1.7165 0.2161 0.953
P 0.7516 2.9809 -2.4924 -0.604
P -2.6804 0.9325 -0.3578 0.206
N 1.3611 -0.2689 3.2462 0.307
N 3.0873 -2.5204 -1.0438 -0.670
N 3.3144 -2.0668 2.5088 0.297
N -0.7301 -3.2683 3.0873 -0.013
N 1.3661 -4.4053 1.2090 -0.100
C 4.8636 -2.9719 -2.5666 -2.000
C 3.5790 -2.1405 -2.2931 1.308
C -0.2111 4.5303 -2.6749 0.747
C -1.9840 3.0513 3.1533 -0.734
C -6.5809 0.7920 -1.5410 -0.534
C 2.6145 -0.2504 3.9929 -0.958
C 4.0071 -3.3155 2.2312 -0.849
C -1.9549 2.7111 1.8121 -0.243
C -1.8456 2.2721 -1.3618 -0.989
C -4.9947 2.5689 -0.1180 -0.163
C 0.0949 -0.2978 3.9603 -0.360
C -1.4894 7.0027 -2.7896 -0.505
C 3.2814 -4.5452 2.7953 -0.522
C -6.3379 2.8322 -0.2993 -0.695
C -5.2381 0.5250 -1.3588 -0.476
C -3.2784 1.0940 3.6370 -0.539
C 0.9061 2.0178 -6.4237 -0.598
C 2.5969 -2.4331 -3.4593 -1.255
C -0.1447 -1.5354 4.8225 -1.082
C -1.3499 6.2344 -3.9323 -0.673
C 0.0166 -4.9066 1.3340 -1.073
C 0.1170 0.8875 -6.5553 -0.531
C -0.3366 5.3199 -1.5319 -0.403
C -0.3895 0.9667 -4.2034 -0.394
C -0.7212 5.0039 -3.8778 -0.156
C -0.9827 6.5393 -1.5846 -0.695
C 0.1684 -2.8737 4.1627 -0.277
C -3.2373 0.7451 2.3042 -0.904
C 1.0317 2.6237 -5.1895 -0.509
C -0.5195 0.3650 -5.4445 -0.742
C 2.4149 -5.2567 1.7534 -1.123
C -0.5815 -4.6798 2.7331 -0.632
C -2.5809 1.5487 1.3689 0.873
C 3.3980 -1.5741 3.8692 -1.138
C 3.9951 -0.6483 -2.3902 -1.307
C -4.4291 1.4133 -0.6542 0.333
C -7.1359 1.9464 -1.0105 -0.458
C 0.3689 2.1237 -4.0674 0.841
C -2.6447 2.2505 4.0704 -0.603
C -0.3339 2.1016 -1.2590 -0.739
H -1.5583 -5.1722 2.7429 0.429
H -4.7969 -0.3766 -1.7643 0.362
H 5.0393 -3.2933 2.6238 0.420
H -0.8869 0.5234 -3.3539 0.357
H -0.6293 4.4088 -4.7750 0.353
H -0.0547 1.0388 -1.3423 0.246
H 1.3308 0.5447 2.6393 0.217
H 3.7055 -1.3646 1.8867 0.260
H 3.0757 -2.2786 -4.4230 0.408
H 1.6545 3.4993 -5.0770 0.470
H 2.9900 -2.3239 4.5511 0.398
H -1.1198 -0.5289 -5.5396 0.392
H -1.4584 3.3711 1.1160 0.371
H -0.0521 -5.9905 1.1229 0.442
H -1.6862 -3.0812 3.3737 0.299
H -1.0879 7.1370 -0.6906 0.419
H -1.7333 6.5933 -4.8776 0.411
H 1.4324 2.4220 -7.2788 0.401
H -2.1644 3.2649 -1.0308 0.630
H 1.1594 -2.8257 3.7257 -0.028
H -3.7361 -0.1520 1.9581 0.400
H -1.1920 -1.5136 5.1375 0.427
H -6.7698 3.7303 0.1173 0.391
H 2.6685 -4.2520 3.6448 0.232
H -0.0323 0.5874 4.6085 0.326
H 1.7286 -1.7755 -3.3858 0.098
H 2.2586 -3.4662 -3.3943 0.269
H 5.2295 -2.7666 -3.5692 0.463
H -8.1866 2.1541 -1.1450 0.388
H 0.0534 -5.1941 3.4658 0.235
H 4.4423 -1.3903 4.1919 0.503
H 3.0796 -5.5900 0.9492 0.440
H 4.0138 -5.2636 3.1657 0.383
H 3.2518 0.5346 3.5726 0.497
H 3.1107 -0.0104 -2.3056 0.087
H 0.1642 -3.6315 4.9700 0.279
H -0.6186 -4.3856 0.6099 0.324
H -2.6761 2.5296 5.1135 0.411
H -1.9879 7.9595 -2.8379 0.379
H 0.4686 -1.4654 5.7237 0.410
H 0.0802 4.9722 -0.5953 0.372
H 5.6368 -2.7137 -1.8490 0.381
H -1.4955 3.9563 3.4851 0.440
H -2.1885 2.1379 -2.3940 0.706
H -7.1998 0.0988 -2.0925 0.406
H -3.8095 0.4716 4.3428 0.445
H -4.3808 3.2595 0.4439 0.317
H -0.6770 -0.2571 3.1893 -0.095
H 4.4887 -0.4388 -3.3378 0.385
H 0.0075 2.4289 -0.2701 0.484
H 4.0565 -3.3970 1.1439 0.102
H -0.0025 0.4150 -7.5201 0.403
H 4.6793 -0.4148 -1.5749 0.294
H 1.9698 -6.1504 2.2079 0.436
H 4.6414 -4.0318 -2.4773 0.397
H 1.5838 -4.2314 0.2351 0.445
H 2.4648 -0.0174 5.0555 0.265
```

Values from the calculation:
HOMO-LUMO gap: 4.28 eV
M: 807.21 g/mol
lowest unoccupied orbital energy: 0.0 eV
energy above the lowest of the compared OMol25 structures with the same formula, charge and spin: 22.2 kcal/mol
charge: 0

---

(4)
Molecular formula: C4H12
Method: DFT, ωB97M-V/def2-TZVPD

```
16
Properties=species:S:1:pos:R:3:nbo_charge:R:1
C 0.7724 -0.6009 1.2011 -0.609
C -1.0288 1.8368 -0.8935 -0.610
C 1.1777 -2.0055 1.7085 -0.603
C -0.9239 0.7818 -2.0056 -0.607
H 2.2577 -2.0576 1.8494 0.199
H 0.9202 -0.5977 0.1229 0.199
H -0.2519 -0.0241 -1.7109 0.199
H -0.6344 1.2473 -2.9474 0.202
H -1.5485 1.4556 -0.0107 0.201
H 1.3661 0.1761 1.6677 0.208
H -0.3068 -0.5525 1.3460 0.204
H 0.6666 -2.2740 2.6280 0.201
H -1.6524 2.6362 -1.2871 0.206
H -0.0345 2.0925 -0.5420 0.208
H -1.8459 0.2521 -2.2691 0.201
H 0.9570 -2.7596 0.9547 0.200
```

Values from the calculation:
structure (SMILES): CC.CC
HOMO-LUMO gap: 12.84 eV
M: 60.14 g/mol
lowest unoccupied orbital energy: 1.2 eV
energy above the lowest of the compared OMol25 structures with the same formula, charge and spin: 6.2 kcal/mol
charge: 0